This record from OMol25 describes 13 unconnected molecules or ions with the total composition C33H92O19. The level of theory is ωB97M-V with the def2-TZVPD basis set.

```
144
Properties=species:S:1:pos:R:3:forces:R:3:mulliken_charge:R:1
C 11.563231 15.666697 13.633355 -2.37 -1.34 2.39 0.285
C 10.892806 16.445151 14.792814 -0.26 -0.85 -1.41 -1.061
O 10.117543 15.573852 15.587812 -0.47 -1.34 -2.01 -0.501
O 10.689508 15.046712 12.699524 -0.23 0.66 -0.19 -0.401
H 12.191352 14.930879 14.068885 0.63 -1.02 0.61 -0.188
H 12.194540 16.301038 13.151850 1.51 1.98 -1.85 0.426
H 10.201990 17.161012 14.420162 -0.54 0.85 -0.77 0.372
H 11.631462 17.001843 15.322485 0.79 0.09 0.72 0.470
H 10.203902 15.714757 16.489824 0.44 0.58 2.47 0.238
H 10.127149 14.344333 13.057773 0.33 0.00 0.38 0.185
C 12.033936 8.197480 10.859481 -0.84 2.01 0.70 -0.430
C 12.699262 7.420086 9.772795 0.83 -1.93 1.64 -0.645
O 12.946384 8.088664 8.585388 0.59 0.61 -0.23 -0.493
O 12.815170 9.341973 11.263050 0.22 0.25 -0.33 0.595
H 11.920597 7.752082 11.856140 -0.21 -0.99 -0.70 0.511
H 11.043748 8.564136 10.507256 0.44 -0.25 0.27 0.078
H 12.180251 6.498365 9.586125 -0.88 -0.36 -0.29 0.522
H 13.641033 7.024802 10.194929 0.05 0.35 -0.14 0.081
H 13.833086 8.437073 8.777498 0.09 0.68 -0.68 -0.057
H 12.582277 10.123860 10.742704 -0.11 -0.14 -0.23 -0.322
C 18.110077 12.308168 11.682409 -0.53 -1.36 -1.74 0.547
C 19.077487 13.340448 12.035022 2.02 0.05 1.53 -0.533
O 19.693091 13.854033 10.836362 -1.34 -1.36 0.53 -0.575
O 17.372157 11.782471 12.789717 0.95 1.02 -0.45 -0.701
H 18.714194 11.533837 11.162794 -0.52 -0.11 0.33 0.467
H 17.466089 12.728180 10.896429 -0.32 -0.08 0.27 -0.469
H 19.875055 12.857405 12.670096 -0.58 0.52 -0.40 0.229
H 18.599577 14.085812 12.668278 -0.04 0.55 -0.21 0.271
H 20.053061 14.669992 11.111828 0.81 1.47 0.08 0.340
H 16.924338 11.008807 12.442001 -0.78 -0.47 0.11 -0.146
C 11.425551 17.481201 8.683885 1.07 0.34 -2.18 -0.531
C 11.382641 17.362483 10.129713 1.34 1.95 2.78 -0.412
O 11.928697 16.170207 10.670112 1.83 1.26 -2.11 0.130
O 10.576848 16.577240 8.019831 0.59 -0.63 -0.51 -0.627
H 12.470010 17.377534 8.323546 -0.28 -0.28 0.19 0.121
H 11.194391 18.519071 8.387920 -0.34 -0.20 0.27 0.413
H 10.374391 17.582332 10.480053 -0.13 -0.40 0.25 0.333
H 12.064583 18.209875 10.566375 -1.29 -1.08 -0.79 0.179
H 11.331884 15.688908 11.184003 -2.01 -1.32 1.39 0.048
H 11.173571 15.902526 7.610324 -0.64 0.34 0.47 0.381
C 14.301684 12.529628 11.393292 0.76 -0.67 -0.67 0.921
C 13.355276 13.573439 10.968700 -1.92 0.95 0.37 1.400
O 13.805261 14.332879 9.836120 -0.05 -0.17 0.93 -0.698
O 13.743121 11.831175 12.512598 0.51 0.32 -0.46 1.040
H 15.233803 13.050028 11.646091 -0.03 -0.40 -0.04 -0.876
H 14.509794 11.872593 10.503934 -0.23 0.05 1.05 -0.387
H 13.182204 14.273133 11.845832 0.21 -0.68 -0.85 -0.822
H 12.355608 13.142318 10.709973 0.63 0.05 0.33 -0.384
H 13.192070 15.077093 9.967170 0.18 0.74 -0.49 0.279
H 13.966319 12.389304 13.283506 -0.20 -0.27 -0.19 -0.347
C 12.635008 10.950686 15.753560 -1.17 1.94 1.56 -0.504
C 11.969469 9.685982 15.416794 1.16 -1.94 -0.67 -0.371
O 12.471949 9.220410 14.136423 -0.80 -0.45 0.87 -0.396
O 12.106227 12.052751 14.998402 -1.37 0.25 0.32 -0.158
H 13.694353 10.954144 15.629991 0.74 -0.32 -0.79 0.113
H 12.559219 11.151169 16.842817 -0.43 -0.02 -0.21 0.492
H 10.868802 9.766063 15.484220 0.34 0.01 -0.32 0.061
H 12.300017 8.886526 16.132424 -0.41 0.66 -0.47 0.373
H 12.528416 9.937631 13.499429 -0.15 0.44 -0.20 0.204
H 11.108712 12.189828 15.143126 2.03 -0.57 -0.27 0.088
C 9.860248 9.493713 7.525805 -0.04 -0.63 0.51 -1.440
C 10.487480 10.779297 8.035845 0.27 1.66 1.05 1.374
C 9.468932 11.520718 8.949264 -2.33 -1.80 -3.11 -1.583
O 11.731054 10.635941 8.800487 -1.74 0.61 -0.39 -0.056
H 8.874844 9.740528 7.112969 0.44 0.04 -0.68 0.446
H 9.538800 8.866917 8.368354 0.49 -0.01 0.17 0.330
H 10.500197 8.849789 6.878662 -0.55 0.76 0.19 0.314
H 10.677672 11.481408 7.220462 0.33 -0.29 -0.29 -0.376
H 8.891741 10.690990 9.383764 0.09 0.62 0.77 0.352
H 8.692878 12.059339 8.282809 1.21 -0.76 0.84 0.388
H 9.816612 12.239114 9.610889 1.06 0.99 1.35 0.384
H 12.166288 9.889853 8.413631 0.81 -1.04 -0.21 -0.154
C 15.562359 7.129554 12.418216 -2.31 -0.32 -1.47 -1.246
C 15.926185 8.445230 13.000960 1.74 0.12 0.99 0.846
C 17.499010 8.434536 13.206137 -2.03 0.73 -2.44 -1.677
O 15.537314 9.580240 12.186525 -0.26 -0.90 0.47 1.177
H 16.045100 6.296232 12.905430 0.09 -0.16 0.35 0.537
H 15.817275 7.082244 11.337550 -0.08 0.06 0.53 0.123
H 14.435314 7.025450 12.511174 1.20 -0.25 -0.25 0.099
H 15.451543 8.462410 14.009868 0.19 0.63 -0.59 0.256
H 17.978182 8.103164 12.242164 -0.27 0.32 1.03 0.315
H 17.736424 7.813441 14.011741 0.43 -1.25 1.06 0.557
H 17.793912 9.418971 13.467575 0.63 0.95 0.13 0.305
H 14.539695 9.613996 12.129585 0.96 0.03 0.02 -0.819
C 7.519609 12.262772 12.983744 0.46 3.09 0.68 -1.124
C 7.906381 12.412705 14.481178 -1.22 0.29 -0.65 0.477
C 7.924730 11.114810 15.231476 2.09 -0.92 -0.79 -1.142
O 9.189339 13.004556 14.492216 1.13 0.48 0.12 -0.430
H 8.361492 11.875216 12.428027 0.16 -0.39 -0.11 0.159
H 7.425985 13.403733 12.653044 -0.30 -2.55 0.19 0.201
H 6.626839 11.667378 12.845221 -0.24 0.15 -0.20 0.476
H 7.132805 13.052503 14.947235 0.50 0.11 -0.09 0.230
H 8.386068 11.254134 16.219916 -0.67 -0.09 -0.01 0.335
H 8.666495 10.449272 14.686903 -0.91 0.43 0.51 0.109
H 6.954259 10.637936 15.213793 -0.15 -0.12 0.38 0.443
H 9.326697 13.816551 15.015035 -0.59 -0.22 0.04 0.218
C 12.511998 13.703572 5.209375 -1.27 0.95 1.85 -1.467
C 13.387027 14.038162 6.438785 -0.06 -1.98 -0.74 1.496
C 14.624876 14.788385 6.051523 0.13 0.48 1.43 -1.578
O 12.618973 14.593358 7.497413 -0.35 0.38 -1.56 -0.105
H 11.961123 14.611049 4.897530 0.07 -0.42 0.11 0.350
H 11.802080 12.911937 5.503191 0.08 0.42 -0.26 0.152
H 13.074713 13.368133 4.384559 0.89 -0.44 -0.90 0.460
H 13.788287 13.051319 6.768426 -0.40 0.34 0.17 -0.385
H 14.425247 15.760132 5.641717 -0.12 0.52 -0.41 0.354
H 15.193202 14.176164 5.379779 0.38 -0.16 -0.52 0.452
H 15.209185 14.923828 6.971729 0.13 0.10 -0.25 0.261
H 13.008483 14.282043 8.315449 0.35 -0.20 0.73 0.375
C 15.792092 9.186237 6.950413 1.48 0.52 0.85 -1.304
C 16.387432 9.854155 8.213436 -0.10 -0.34 0.65 0.828
C 16.985275 11.249596 7.953229 -1.41 0.46 -2.34 -0.846
O 15.310041 9.738072 9.212419 1.30 0.63 0.82 0.090
H 14.784238 9.590724 6.689111 0.77 -0.51 0.38 0.094
H 15.847062 8.105102 7.230513 -0.56 0.72 -1.06 0.329
H 16.529601 9.491979 6.175089 -0.70 -0.81 -0.03 0.494
H 17.225026 9.264783 8.621201 -0.23 -0.24 -0.39 0.352
H 17.951793 11.342269 7.390645 -0.88 -0.94 0.22 0.374
H 17.171319 11.829902 8.789593 0.20 0.79 2.20 -0.049
H 16.239867 11.865035 7.376729 0.56 -0.51 0.31 0.143
H 15.673045 9.736963 10.156459 -0.60 0.00 -1.53 -0.279
C 15.469437 15.497256 15.365761 -2.20 -1.73 -0.65 -1.398
C 15.996552 14.132386 15.017934 0.66 -0.34 -0.17 0.768
C 15.753733 13.093051 16.110423 1.00 -0.84 -0.02 -1.146
O 15.382677 13.660412 13.806940 -0.05 0.92 0.80 0.445
H 15.787001 16.217238 14.678621 0.62 1.15 -1.05 0.263
H 15.756523 15.728942 16.347364 0.22 0.59 1.41 0.557
H 14.354072 15.422762 15.261866 0.72 0.25 0.45 0.029
H 17.080695 14.248298 14.808856 -0.32 -0.22 0.22 0.267
H 14.695174 12.787549 16.031869 0.49 0.17 0.43 -0.056
H 16.035131 13.499490 17.089199 -0.47 0.00 -0.02 0.538
H 16.431809 12.179168 16.011525 -1.02 1.04 -0.28 0.184
H 16.074918 13.110369 13.456421 0.44 -0.96 -0.82 -0.558
C 15.265422 18.466309 10.657584 2.01 -0.62 -0.46 -1.134
C 16.118286 17.174992 10.938179 -1.53 0.08 -0.59 1.387
C 17.603263 17.405006 10.994064 1.11 1.30 -1.07 -1.320
O 15.728923 16.579979 12.171513 0.77 0.29 0.18 -0.359
H 15.553175 19.270994 11.305158 0.33 0.50 0.47 0.393
H 14.232312 18.295334 10.832111 -0.95 -0.43 -0.10 -0.018
H 15.456540 18.782003 9.618067 -0.30 -0.05 0.32 0.367
H 15.837241 16.518705 10.084776 0.43 -0.14 0.56 -0.214
H 18.240941 16.540597 11.275846 -0.82 0.42 0.24 0.120
H 17.813060 18.319689 11.619001 0.02 -1.09 -0.36 0.323
H 17.964244 17.653051 9.954132 -0.39 -0.03 0.91 0.399
H 14.862488 16.202959 12.081090 -0.66 -0.37 -0.15 0.012
```
Positions in Å, forces in eV/Å.

As for the total charge: 0. The calculated total energy is -2741.91983 Ha. For the HOMO energy, the calculation gives -9.59 eV. As for the gap between HOMO and LUMO: 9.9258 eV. The value obtained for the energy above the lowest of the compared OMol25 structures with the same formula, charge and spin is 0.00 kJ/mol.